Record 1
{"formula": "C16H37IN2O7P", "method": "wB97M-V/def2-TZVPD", "max_force_ev_per_a": 7.828, "energy_ha": -1906.98543, "homo_ev": -4.50, "total_charge": -1, "species": ["C", "C", "C", "I", "C", "C", "C", "C", "N", "N", "P", "O", "O", "O", "C", "O", "O", "H", "H", "H", "H", "H", "H", "H", "H", "H", "H", "H", "H", "H", "H", "H", "H", "H", "C", "C", "O", "C", "C", "H", "H", "H", "H", "H", "H", "H", "H", "H", "H", "C", "C", "O", "C", "C", "H", "H", "H", "H", "H", "H", "H", "H", "H", "H"], "xyz": [[-2.54, 4.07, 1.88], [-3.50, 3.10, 0.95], [-3.07, 1.52, 0.95], [-3.57, 0.69, 2.91], [-1.52, 1.22, 0.45], [-0.39, 1.34, 1.64], [-0.02, -0.09, 2.37], [0.56, 0.31, 3.89], [1.01, -0.94, 4.63], [-1.55, -0.11, -0.27], [-0.19, -0.37, -1.36], [-0.55, 0.00, -2.88], [1.31, 0.39, -0.92], [0.09, -2.13, -1.40], [-1.23, 2.36, -0.74], [-2.03, 2.44, -1.84], [-0.09, 3.30, -0.72], [-1.39, 3.96, 1.66], [-2.91, 5.18, 1.75], [-2.75, 3.79, 3.02], [-4.58, 3.14, 1.46], [-3.67, 3.55, -0.14], [-3.77, 0.97, 0.16], [-0.71, 2.07, 2.53], [0.65, 1.78, 1.26], [-0.95, -0.83, 2.44], [0.84, -0.70, 1.86], [1.53, 0.98, 3.75], [-0.20, 0.98, 4.48], [0.17, -1.58, 4.57], [1.75, -1.36, 3.99], [-1.77, -0.91, 0.36], [1.58, 0.21, 0.03], [0.05, -2.48, -0.45], [-3.99, -3.82, -6.54], [-4.29, -2.34, -6.36], [-4.13, -1.89, -5.02], [-2.83, -2.03, -4.45], [-1.76, -1.27, -5.21], [-4.64, -4.42, -5.89], [-4.17, -4.12, -7.58], [-2.96, -4.06, -6.30], [-5.34, -2.16, -6.63], [-3.69, -1.73, -7.04], [-2.58, -3.09, -4.36], [-2.89, -1.63, -3.43], [-1.65, -1.63, -6.24], [-0.79, -1.39, -4.72], [-2.00, -0.21, -5.26], [5.96, 1.32, 1.66], [4.81, 1.14, 2.64], [4.19, -0.15, 2.56], [5.03, -1.27, 2.84], [5.64, -1.24, 4.23], [5.62, 1.15, 0.63], [6.37, 2.33, 1.73], [6.77, 0.62, 1.85], [4.03, 1.87, 2.40], [5.12, 1.35, 3.66], [5.81, -1.35, 2.07], [4.41, -2.16, 2.74], [6.28, -0.37, 4.38], [6.25, -2.14, 4.40], [4.85, -1.20, 4.99]]}



Record 2
{"formula": "C16H38AlBr2Cl3F5MgN6O9P3", "method": "wB97M-V/def2-TZVPD", "max_force_ev_per_a": 6.999, "energy_ha": -10132.25439, "homo_ev": -11.78, "total_charge": 2, "species": ["C", "C", "C", "O", "O", "C", "C", "N", "P", "P", "O", "O", "O", "C", "N", "P", "O", "Br", "N", "F", "H", "H", "H", "H", "H", "H", "H", "H", "H", "H", "H", "H", "H", "H", "H", "Br", "C", "Cl", "Cl", "Cl", "H", "C", "C", "O", "N", "C", "H", "H", "H", "H", "H", "H", "H", "H", "C", "O", "N", "C", "C", "H", "H", "H", "H", "H", "H", "H", "C", "C", "O", "N", "C", "H", "H", "H", "H", "H", "H", "H", "F", "Al", "F", "F", "F", "Mg"], "xyz": [[1.95, -0.38, 2.65], [1.36, -1.19, 1.42], [-0.04, -0.65, 0.99], [-0.90, -1.45, 0.80], [-0.24, 0.73, 0.87], [0.22, 1.20, -0.41], [1.75, 1.54, -0.43], [2.12, 2.96, -0.72], [3.72, 3.36, 0.01], [3.30, 4.56, 1.81], [4.34, 5.57, 1.98], [3.17, 3.49, 3.05], [1.79, 5.24, 1.57], [2.06, 3.30, -2.09], [1.18, 4.32, -2.51], [-0.25, 3.79, -3.45], [-1.57, 4.00, -2.33], [-0.20, 1.59, -3.90], [2.84, 2.73, -2.95], [3.66, 1.77, -2.60], [2.49, -1.06, 3.35], [1.17, 0.21, 3.17], [2.72, 0.33, 2.28], [1.25, -2.26, 1.68], [2.03, -1.11, 0.53], [0.08, 0.36, -1.13], [-0.43, 2.03, -0.79], [2.27, 0.79, -1.07], [2.11, 1.35, 0.61], [4.38, 4.18, -0.96], [2.25, 3.16, 3.02], [1.21, 4.51, 1.27], [0.90, 4.86, -1.69], [-1.22, 4.37, -1.50], [2.76, 3.02, -3.93], [-2.49, 5.55, -3.40], [2.26, -1.31, 6.58], [3.09, -2.70, 5.87], [2.90, 0.20, 5.92], [0.52, -1.42, 6.31], [2.45, -1.32, 7.65], [-2.29, -5.71, -2.59], [-2.82, -4.38, -2.15], [-3.66, -3.74, -2.69], [-2.23, -3.72, -0.97], [-3.01, -4.01, 0.29], [-2.89, -6.07, -3.43], [-1.25, -5.61, -2.90], [-2.36, -6.43, -1.77], [-1.25, -3.99, -0.85], [-2.34, -2.72, -1.17], [-2.52, -3.47, 1.10], [-2.98, -5.08, 0.47], [-4.03, -3.66, 0.15], [1.21, -5.78, 7.96], [1.95, -4.84, 7.76], [-0.11, -5.68, 8.28], [-0.93, -6.85, 8.51], [-0.70, -4.37, 8.40], [1.56, -6.82, 7.90], [-1.76, -6.86, 7.79], [-1.33, -6.82, 9.52], [-0.35, -7.77, 8.38], [-0.60, -3.84, 7.45], [-0.18, -3.80, 9.17], [-1.76, -4.45, 8.66], [-2.68, 4.82, -8.21], [-3.49, 4.36, -7.03], [-2.99, 3.82, -6.05], [-4.85, 4.56, -7.07], [-5.65, 5.17, -8.13], [-1.63, 4.59, -8.03], [-2.99, 4.29, -9.11], [-2.78, 5.89, -8.35], [-5.32, 4.22, -6.25], [-6.17, 6.03, -7.72], [-6.38, 4.44, -8.47], [-5.03, 5.49, -8.97], [6.92, -2.14, -1.60], [5.71, -1.50, -2.65], [6.23, 0.04, -3.28], [4.22, -1.24, -1.74], [5.41, -2.59, -3.95], [-4.87, 5.98, -4.17]]}



Record 3
{"formula": "C16H38B3NO13PS2", "method": "wB97M-V/def2-TZVPD", "max_force_ev_per_a": 1.153, "energy_ha": -2877.97174, "homo_ev": -4.47, "total_charge": -1, "relative_energy_kj_mol": 27.9, "species": ["C", "O", "C", "C", "C", "C", "C", "C", "C", "N", "O", "B", "C", "B", "O", "O", "P", "S", "O", "C", "S", "B", "O", "O", "H", "H", "H", "H", "H", "H", "H", "H", "H", "H", "H", "H", "H", "H", "H", "H", "H", "H", "H", "H", "H", "H", "H", "H", "H", "H", "C", "O", "C", "O", "O", "C", "H", "H", "H", "H", "H", "H", "C", "O", "C", "O", "O", "C", "H", "H", "H", "H", "H", "H"], "xyz": [[4.70, -0.05, -2.16], [3.62, 0.85, -2.00], [2.35, 0.22, -2.19], [1.45, 0.26, -0.95], [0.94, 1.70, -0.78], [-0.38, 1.95, -1.50], [-1.60, 1.49, -0.66], [-2.58, 0.63, -1.45], [-3.33, -0.45, -0.65], [-3.27, -0.26, 0.80], [0.36, -0.61, -1.24], [0.75, -1.98, -0.80], [-0.38, -2.80, 0.06], [-0.06, -4.34, 0.13], [1.09, -4.80, 0.69], [-0.97, -5.31, -0.36], [1.03, -3.00, -2.53], [2.66, -4.13, -2.73], [2.00, -1.76, -0.04], [2.06, -0.42, 0.29], [0.92, 0.02, 1.73], [3.49, 0.05, 0.76], [4.52, -0.84, 0.76], [3.74, 1.34, 1.24], [5.57, 0.38, -1.67], [4.92, -0.19, -3.22], [4.50, -1.02, -1.71], [2.50, -0.79, -2.56], [1.81, 0.78, -2.96], [0.86, 1.99, 0.27], [1.69, 2.37, -1.22], [-0.39, 1.44, -2.46], [-0.47, 3.01, -1.70], [-1.20, 0.92, 0.18], [-2.12, 2.37, -0.28], [-2.06, 0.14, -2.27], [-3.32, 1.30, -1.91], [-2.93, -1.42, -0.96], [-4.38, -0.45, -0.94], [-3.91, -0.90, 1.24], [-2.34, -0.50, 1.14], [-0.39, -2.46, 1.09], [-1.39, -2.68, -0.35], [1.37, -5.62, 0.28], [-1.19, -5.11, -1.27], [1.04, -2.05, -3.57], [-0.14, -3.72, -2.86], [1.58, -0.70, 2.64], [5.35, -0.39, 0.95], [3.64, 1.96, 0.51], [7.03, 5.05, 6.14], [6.80, 3.65, 6.00], [5.83, 3.34, 5.14], [5.18, 4.14, 4.51], [5.72, 2.02, 5.10], [4.70, 1.53, 4.19], [7.83, 5.16, 6.87], [7.33, 5.49, 5.19], [6.13, 5.55, 6.51], [4.91, 1.82, 3.17], [3.72, 1.89, 4.49], [4.74, 0.44, 4.27], [-8.98, -1.72, -3.97], [-9.37, -0.73, -3.02], [-8.48, -0.54, -2.03], [-7.44, -1.12, -1.90], [-8.95, 0.41, -1.22], [-8.08, 0.71, -0.12], [-9.77, -1.77, -4.70], [-8.04, -1.44, -4.45], [-8.86, -2.69, -3.48], [-7.12, 1.07, -0.48], [-7.94, -0.17, 0.50], [-8.58, 1.49, 0.45]]}